Entry 1:
Here is a cluster of 2 separate species, C27H23O2 in total from the Open Molecules 2025 dataset. Energies are from the ωB97M-V functional and the def2-TZVPD basis.

Positions of all 52 atoms, in Å:
C1 5.22401 -3.39170 -3.53811
C2 4.55372 -2.05968 -3.88426
C3 4.35799 -1.41519 -2.54396
C4 4.85204 -2.30374 -1.55628
O1 5.33681 -3.46451 -2.06448
C5 4.86101 -1.94477 -0.19732
C6 4.39743 -0.69610 0.14043
C7 3.76446 0.18103 -0.80674
C8 3.16625 1.42640 -0.45416
C9 2.95828 1.92026 0.86382
C10 2.84529 3.33791 1.04254
C11 2.80951 3.86150 2.31058
C12 2.85428 2.99946 3.43730
O2 2.81809 3.65422 4.62526
C13 2.77241 5.10636 4.33520
C14 2.71126 5.27143 2.81231
C15 2.86943 1.60110 3.29053
C16 2.84690 1.08319 2.02066
C17 3.82710 -0.19821 -2.18864
H1 4.63805 -4.25873 -3.86576
H2 6.24007 -3.46637 -3.94341
H3 5.19169 -1.46197 -4.54653
H4 3.59494 -2.22752 -4.38800
H5 5.27451 -2.64509 0.52152
H6 4.55894 -0.35279 1.15623
H7 3.24291 2.21600 -1.20601
H8 2.86207 3.99959 0.17336
H9 1.88887 5.51223 4.84314
H10 3.67590 5.55550 4.76221
H11 3.52523 5.90383 2.44555
H12 1.76064 5.73163 2.51946
H13 2.91307 0.99032 4.19017
H14 2.79804 0.00431 1.89705
H15 3.49047 0.49259 -2.96609
C18 1.03892 1.93893 -1.88484
C19 0.19757 0.88467 -1.44616
C20 -1.03697 1.44766 -1.03818
C21 -1.00917 2.86297 -1.25683
C22 0.28757 3.17030 -1.86951
C23 0.69571 4.37664 -2.42828
C24 0.02686 5.59974 -2.39316
C25 -1.19234 5.92907 -1.79886
C26 -2.11902 5.09372 -1.17992
C27 -2.06592 3.72446 -0.99649
H16 1.95647 1.82963 -2.46468
H17 0.48064 -0.15818 -1.37540
H18 -1.91650 0.91738 -0.65352
H19 1.63761 4.35691 -2.99754
H20 0.52933 6.42375 -2.91622
H21 -1.45909 6.98937 -1.84183
H22 -3.01313 5.58966 -0.79060
H23 -2.95726 3.25268 -0.56890

Force components x, y, z for each atom (eV/Å):
0.23 -0.42 0.18
-0.17 0.12 -0.40
0.19 -0.09 0.52
-0.17 -0.08 -0.46
-0.57 1.25 0.05
0.35 -0.52 -0.65
-0.63 0.26 -0.14
0.20 -0.61 -0.27
1.93 0.82 0.87
-0.77 -0.06 0.12
0.34 -0.18 0.22
-0.01 -0.56 0.31
-0.17 0.51 0.00
0.07 -0.16 -1.44
0.07 -0.12 0.42
-0.17 0.32 -0.16
0.02 0.52 0.73
0.37 0.10 -0.45
0.23 -0.07 0.24
0.22 0.21 0.21
-0.26 -0.04 0.21
-0.20 -0.06 0.14
0.18 0.11 0.04
0.07 0.30 0.02
-0.10 -0.10 -0.21
-0.17 -0.47 0.38
-0.09 -0.24 0.18
0.29 -0.23 -0.09
-0.23 -0.23 0.00
-0.14 -0.09 0.02
0.20 -0.06 -0.06
-0.22 -0.03 -0.31
-0.15 0.31 0.04
-0.06 -0.27 0.28
-1.07 0.38 -1.19
-0.51 1.43 0.46
0.21 0.21 -0.13
-0.12 -1.41 -0.10
1.04 -0.83 0.15
-0.05 -0.13 -0.09
0.16 0.41 -0.28
0.28 -0.03 -0.04
-0.33 0.47 0.22
-0.08 -0.26 0.23
-0.68 0.03 0.12
-0.10 0.07 -0.09
0.57 0.20 -0.11
-0.34 0.04 0.38
-0.18 -0.33 0.29
0.03 -0.37 -0.04
0.23 -0.17 -0.25
0.29 0.18 -0.08

Summary:
Total charge: +1
HOMO in Eh: -0.367
M in g/mol: 379.48
LUMO energy in Ha: -0.1722
Multiplicity: 1

Results of the Löwdin charge analysis, in e, for atoms 1 through 6: atom 1 (C): -0.091, atom 2 (C): -0.086, atom 3 (C): -0.136, atom 4 (C): -0.187, atom 5 (O): 0.020, atom 6 (C): 0.039

Entry 2:
Here is a structure of composition C26H42N3PtSeSi4Te from the Open Molecules 2025 dataset. Energies are from the ωB97M-V functional and the def2-TZVPD basis.

Positions of all 78 atoms, in Å:
Pt1 0.03513 -2.14528 0.06853
C1 2.95928 -3.75060 -0.22649
N1 1.68918 -3.44561 0.45831
C2 1.42004 -4.27581 1.41923
C3 0.14244 -4.28590 2.01276
C4 -0.40438 -4.95122 3.11558
C5 -1.69922 -4.45738 3.25155
C6 -1.88392 -3.51642 2.22588
N2 -0.78570 -3.42731 1.46842
C7 3.42090 -2.81194 -1.30508
C8 4.50561 -1.96793 -1.10267
C9 4.97499 -1.16093 -2.12860
C10 4.36168 -1.19360 -3.37211
C11 3.27605 -2.03168 -3.58350
C12 2.80988 -2.83567 -2.55591
H1 2.84382 -4.73081 -0.70170
H2 3.74739 -3.85146 0.52632
H3 2.17044 -5.00158 1.73638
H4 0.09443 -5.67846 3.73792
H5 -2.43190 -4.73671 3.99218
H6 -2.76167 -2.92871 2.01463
H7 4.97855 -1.93407 -0.12777
H8 5.81168 -0.49656 -1.95194
H9 4.71835 -0.55447 -4.17017
H10 2.77536 -2.04056 -4.54325
H11 1.94623 -3.47249 -2.71034
Se1 -1.93426 -1.09944 -0.80379
C13 -3.47895 -2.05923 -0.17423
C14 -4.46142 -1.43997 0.58983
C15 -5.57777 -2.16708 0.97976
N3 -5.77930 -3.44546 0.66935
C16 -4.83355 -4.03149 -0.06824
C17 -3.68906 -3.39233 -0.51253
H12 -4.35533 -0.40449 0.88811
H13 -6.34760 -1.69543 1.58340
H14 -5.00376 -5.07477 -0.31533
H15 -2.95179 -3.92380 -1.10000
C18 -3.35247 2.39582 -0.73271
Si1 -1.67136 2.61801 -1.54908
C19 -1.53271 4.48121 -1.85272
C20 -1.60352 1.78396 -3.22820
Si2 0.11994 1.86146 -0.22518
Te1 1.31895 -0.18857 -1.04896
Si3 -0.32170 1.69539 2.07053
C21 1.07597 0.74209 2.88287
C22 -0.41448 3.42157 2.83619
C23 -1.93034 0.81751 2.48011
Si4 1.90814 3.35747 -0.54053
C24 2.37220 3.36084 -2.36868
C25 1.57228 5.14737 -0.03421
C26 3.41567 2.80902 0.44668
H16 -4.14894 2.69463 -1.42090
H17 -3.42427 3.02834 0.15683
H18 -3.51559 1.35925 -0.43642
H19 -2.39123 4.82177 -2.44014
H20 -0.62599 4.74241 -2.40246
H21 -1.53012 5.03787 -0.91267
H22 -2.45174 2.08698 -3.84971
H23 -1.61348 0.69725 -3.12944
H24 -0.67966 2.06109 -3.74265
H25 2.04712 1.20510 2.69610
H26 1.10839 -0.27082 2.47362
H27 0.92158 0.67696 3.96419
H28 0.52592 3.96380 2.71896
H29 -0.63127 3.35243 3.90648
H30 -1.20432 4.01712 2.37088
H31 -1.97223 -0.13608 1.95058
H32 -2.79931 1.41123 2.18518
H33 -1.98728 0.62767 3.55612
H34 1.61903 3.88021 -2.96655
H35 2.44985 2.33724 -2.74262
H36 3.33277 3.86032 -2.52721
H37 0.72652 5.57404 -0.57404
H38 2.45212 5.76290 -0.24746
H39 1.36332 5.22464 1.03431
H40 3.63920 1.75669 0.26173
H41 3.24011 2.93207 1.51857
H42 4.29112 3.40836 0.17814

Force components x, y, z for each atom (eV/Å):
-0.12 -0.30 -0.10
0.01 -0.02 -0.09
0.07 0.02 0.36
-0.10 -0.01 -0.16
0.01 0.09 0.01
0.04 0.03 0.01
-0.01 0.05 -0.01
-0.02 -0.03 0.01
0.06 -0.19 0.10
-0.04 0.04 -0.01
0.03 -0.03 -0.01
0.01 -0.01 0.01
0.00 0.01 0.00
-0.01 0.02 0.00
0.02 -0.03 0.02
0.00 -0.02 0.06
0.01 0.06 -0.01
-0.01 -0.02 -0.02
0.00 -0.01 -0.01
-0.01 0.01 -0.01
0.01 -0.03 0.04
-0.01 0.01 0.00
0.00 0.00 0.00
0.00 0.00 0.00
0.00 -0.01 0.00
0.01 0.00 -0.01
-0.16 0.26 -0.01
0.18 -0.06 -0.03
-0.02 0.07 -0.04
0.01 -0.01 -0.01
0.00 -0.01 0.01
0.00 0.01 -0.01
-0.03 -0.04 0.01
0.01 -0.02 0.03
0.00 0.00 -0.01
0.01 0.00 0.00
0.00 -0.01 0.01
-0.02 -0.01 0.02
0.02 -0.01 0.00
0.00 0.01 0.00
-0.03 -0.03 -0.02
0.08 -0.05 0.02
-0.03 0.21 -0.20
-0.02 -0.04 0.01
0.02 -0.01 0.00
0.02 0.01 0.01
0.01 0.01 -0.04
-0.02 0.02 0.04
0.01 0.00 -0.01
0.02 0.02 -0.02
0.01 -0.01 0.02
0.00 0.00 0.00
0.00 -0.02 0.01
0.01 0.04 -0.02
0.00 0.00 0.00
0.00 0.00 0.01
-0.01 0.01 0.00
0.01 0.02 0.00
0.00 0.03 0.00
0.00 0.00 0.00
0.00 -0.01 0.00
0.00 0.00 0.00
0.00 0.00 0.00
0.00 0.00 0.01
-0.01 0.00 -0.01
0.01 0.01 0.00
-0.02 -0.01 0.05
0.00 -0.01 -0.01
-0.01 0.01 0.00
-0.01 -0.02 0.00
0.02 0.01 -0.01
-0.01 0.01 0.00
0.00 0.00 0.00
0.00 -0.01 0.00
-0.01 0.01 0.00
0.00 0.00 0.00
0.00 0.00 0.00
-0.01 0.01 0.00

Summary:
ΔE to the lowest compared entry with this formula, charge and spin in kcal per mole: 12.64
Total charge: -1
HOMO in Eh: -0.145
M in g/mol: 910.63
LUMO energy in Ha: 0.0883
Multiplicity: 1

Results of the Löwdin charge analysis, in e, for atoms 1 through 6: atom 1 (Pt): 0.424, atom 2 (C): -0.183, atom 3 (N): -0.134, atom 4 (C): -0.127, atom 5 (C): -0.348, atom 6 (C): -0.069

Entry 3:
Here is a structure of composition C39H34BrF3N5O7S4Tl from the Open Molecules 2025 dataset. Energies are from the ωB97M-V functional and the def2-TZVPD basis.

Positions of all 94 atoms, in Å:
Tl1 0.36099 0.04703 0.09686
C1 0.89447 -4.21665 2.62431
C2 2.16248 -4.63662 2.25173
C3 2.80605 -4.00494 1.20471
C4 2.16807 -2.95744 0.52963
N1 0.94266 -2.56217 0.90392
C5 0.32758 -3.16526 1.92128
C6 2.80579 -2.22209 -0.59951
C7 3.84573 -2.82665 -1.31652
C8 4.46168 -2.15056 -2.35629
C9 4.03604 -0.86602 -2.67930
C10 2.99746 -0.28354 -1.96476
C11 2.34681 -0.93249 -0.90784
H1 0.35841 -4.67426 3.44499
H2 2.65516 -5.44329 2.78323
H3 3.80837 -4.29885 0.92678
H4 -0.65340 -2.77255 2.16958
H5 4.16522 -3.83984 -1.09193
H6 5.25494 -2.62764 -2.92096
H7 4.49817 -0.33003 -3.50172
H8 2.66807 0.70794 -2.26862
O1 2.09468 2.02494 2.01485
S1 1.68617 3.26779 2.72316
C12 0.39109 2.84744 3.89219
C13 -0.47740 1.80736 3.60250
C14 -1.50466 1.51444 4.48891
C15 -1.64328 2.25885 5.65356
C16 -0.75556 3.28792 5.94566
C17 0.27438 3.58297 5.06310
C18 0.64205 4.17483 1.56871
C19 0.69273 3.80991 0.23634
C20 -0.09216 4.49072 -0.68743
C21 -0.89779 5.53681 -0.26864
C22 -0.93425 5.90264 1.07299
C23 -0.16285 5.22197 1.99976
H9 -0.36776 1.24881 2.67999
H10 -2.20554 0.72313 4.24888
H11 -2.45578 2.03515 6.33435
H12 -0.86264 3.85848 6.86057
H13 0.98201 4.37586 5.28070
H14 1.31589 2.98077 -0.07320
H15 -0.08463 4.16779 -1.71931
H16 -1.51705 6.05873 -0.98818
H17 -1.58299 6.70588 1.40177
H18 -0.21629 5.47994 3.05042
Br1 -3.77896 0.09127 -4.71250
C24 -2.65189 -0.98765 -3.63939
C25 -2.86549 -2.35068 -3.55576
C26 -2.01372 -3.09506 -2.75479
C27 -0.99832 -2.43936 -2.07506
N2 -0.81007 -1.12667 -2.16111
C28 -1.61519 -0.39859 -2.93000
H19 -3.67925 -2.81299 -4.09860
H20 -2.14101 -4.16425 -2.65044
H21 -0.31764 -2.97266 -1.42055
H22 -1.41707 0.66768 -2.97792
O2 -5.30533 1.28596 3.78206
S2 -5.29275 -0.12172 3.39605
O3 -6.24945 -0.93672 4.11163
N3 -3.82728 -0.73695 3.38934
C29 -3.39458 -1.01505 2.13510
O4 -2.30008 -1.46621 1.81906
C30 -4.43179 -0.69592 1.08107
C31 -4.30561 -0.81663 -0.29040
C32 -5.37097 -0.40827 -1.08148
C33 -6.53172 0.10680 -0.50369
C34 -6.65308 0.22556 0.87679
C35 -5.58100 -0.18904 1.64319
H23 -3.38282 -1.19203 -0.71470
H24 -5.29403 -0.46882 -2.16023
H25 -7.34624 0.42767 -1.14287
H26 -7.54703 0.63343 1.33214
F1 2.62044 3.59143 -3.85700
C36 1.63164 4.00433 -4.66500
F2 2.18557 4.28794 -5.85827
F3 1.17031 5.16608 -4.16306
S3 0.28978 2.74228 -4.81486
O5 -0.71416 3.44291 -5.58560
O6 0.95519 1.65068 -5.48563
O7 -0.06084 2.49869 -3.42527
C37 -5.66738 4.33673 2.27470
N4 -4.51742 3.48601 2.09224
C38 -3.89762 3.29262 0.90369
S4 -2.63426 2.21173 0.74375
N5 -4.35243 4.05881 -0.12734
C39 -3.88883 3.89127 -1.49348
H27 -5.87880 4.40005 3.33986
H28 -6.57215 3.95323 1.78213
H29 -5.46965 5.34671 1.90845
H30 -4.42547 2.72746 2.76723
H31 -5.27284 4.45005 -0.01832
H32 -2.85539 3.55530 -1.47608
H33 -3.94988 4.84532 -2.01844
H34 -4.47550 3.14176 -2.03163

Force components x, y, z for each atom (eV/Å):
0.15 -0.03 0.03
0.01 -0.01 0.00
-0.01 0.00 0.01
0.01 0.01 0.00
-0.03 0.00 0.00
0.02 -0.01 -0.01
-0.01 0.04 -0.03
0.01 0.00 0.08
0.00 -0.02 -0.02
-0.02 0.02 0.00
0.00 -0.01 0.00
-0.02 -0.02 -0.02
-0.03 0.03 -0.07
0.00 0.00 0.00
0.00 0.00 0.00
0.00 0.01 -0.01
0.01 -0.01 0.00
-0.01 0.01 0.01
0.00 0.00 0.00
0.00 0.00 0.00
0.01 -0.01 0.00
0.12 0.02 0.07
-0.12 -0.01 0.03
0.01 -0.03 -0.02
-0.05 0.01 -0.02
0.03 -0.02 -0.06
0.01 0.03 0.02
-0.03 -0.02 0.01
0.05 0.00 -0.01
-0.01 0.01 0.00
-0.01 0.00 -0.02
0.02 -0.01 0.02
0.00 0.01 0.00
0.00 -0.02 -0.01
-0.01 0.00 -0.02
-0.02 0.02 0.02
-0.01 0.00 0.03
0.00 0.00 -0.01
0.00 0.00 0.00
0.00 0.00 -0.01
0.01 0.03 0.03
0.00 0.00 -0.08
0.00 0.00 0.00
0.00 0.00 0.00
0.00 0.00 0.01
0.02 0.01 -0.01
0.00 0.02 -0.01
0.00 -0.01 0.00
0.00 0.01 0.00
-0.05 -0.01 0.00
-0.03 0.02 0.03
0.03 0.02 0.02
0.00 0.00 0.00
0.00 0.00 0.00
0.01 0.01 -0.01
-0.01 0.01 -0.02
0.05 -0.05 0.15
-0.12 0.17 -0.08
0.01 -0.02 -0.04
0.07 -0.07 -0.01
0.00 0.10 -0.09
-0.04 -0.10 0.17
-0.01 -0.02 0.01
-0.03 0.00 0.01
0.01 -0.01 0.01
-0.01 0.01 -0.01
0.01 0.02 0.00
0.02 -0.05 -0.02
0.01 0.00 0.00
-0.01 0.00 0.00
0.00 0.00 0.00
0.00 0.00 0.00
0.02 -0.02 0.00
-0.02 0.01 0.04
-0.01 0.00 -0.02
-0.01 -0.01 0.03
-0.06 0.01 0.03
0.01 0.01 -0.02
0.01 -0.03 0.00
0.00 0.04 -0.03
-0.03 -0.06 0.00
-0.09 -0.07 0.13
0.07 -0.07 -0.07
-0.06 0.00 0.06
0.00 0.00 0.01
0.01 -0.02 0.02
0.00 -0.03 0.00
0.01 0.00 -0.03
0.02 0.03 0.02
0.09 0.09 -0.18
0.02 0.04 -0.02
0.00 0.03 -0.01
-0.03 0.00 0.00
0.02 -0.03 0.00

Summary:
ΔE to the lowest compared entry with this formula, charge and spin in kcal per mole: 0.00
Total charge: -2
HOMO in Eh: -0.079
M in g/mol: 1154.28
LUMO energy in Ha: 0.1430
Multiplicity: 1

Results of the Löwdin charge analysis, in e, for atoms 1 through 6: atom 1 (Tl): 0.804, atom 2 (C): -0.076, atom 3 (C): -0.091, atom 4 (C): -0.033, atom 5 (C): -0.237, atom 6 (N): 0.052

Entry 4:
Here is a structure of composition C4H4NaO5Rb from the Open Molecules 2025 dataset. Energies are from the ωB97M-V functional and the def2-TZVPD basis.

Positions of all 15 atoms, in Å:
O1 0.04819 -2.37084 -1.04631
C1 -0.64881 -1.30041 -1.39826
C2 1.42075 -2.01819 -0.76685
O2 -1.78260 -1.05959 -1.03015
O3 0.20818 -0.33649 -1.73328
C3 1.41414 -0.50232 -0.96977
Na1 -3.25486 0.23596 0.05342
H1 2.07620 -2.56315 -1.45312
H2 1.65315 -2.31693 0.26154
H3 2.24453 -0.10619 -1.56098
C4 -0.79262 1.79504 1.45461
O4 -2.03280 1.61163 1.33679
O5 -0.27867 2.69404 2.12829
Rb1 -1.48780 6.00198 4.66502
H4 1.21301 0.23546 0.05905

Force components x, y, z for each atom (eV/Å):
-0.48 -1.33 0.16
0.97 1.58 3.32
0.19 0.03 0.15
-0.12 -0.95 -1.71
-0.30 1.02 -1.14
-0.78 2.03 2.03
0.55 0.18 0.15
-0.18 0.21 0.01
-0.19 0.04 -0.29
-0.18 -0.12 0.29
-1.23 2.05 1.59
0.06 -1.17 -0.94
0.74 -0.90 -0.69
0.10 -0.28 -0.21
0.84 -2.40 -2.72

Summary:
Total charge: +1
HOMO (spin up / spin down) in Eh: -0.328 / -0.410
M in g/mol: 240.53
LUMO energy (spin up / spin down) in Ha: -0.1365 / -0.1383
Multiplicity: 2
<S²>: 0.754

Results of the Löwdin charge analysis, in e, for atoms 1 through 6: atom 1 (O): 0.072, atom 2 (C): -0.535, atom 3 (C): -0.083, atom 4 (O): 0.081, atom 5 (O): 0.034, atom 6 (C): -0.091

Entry 5:
Here is a structure of composition C3H5NO from the Open Molecules 2025 dataset. Energies are from the ωB97M-V functional and the def2-TZVPD basis.

Positions of all 10 atoms, in Å:
C1 0.64040 0.37648 -0.07648
C2 -0.67482 -0.45991 -0.06924
C3 -1.78977 0.27740 -0.13320
H1 1.93875 -1.36654 0.46943
H2 2.67805 0.28123 0.19225
H3 -0.62173 -1.58781 0.06985
H4 -2.78935 -0.19457 0.07697
H5 -1.85873 1.36003 -0.24639
N1 1.84638 -0.29337 -0.27081
O1 0.63083 1.60706 -0.01239

Force components x, y, z for each atom (eV/Å):
-0.68 1.02 -0.15
1.02 0.69 0.20
-1.41 -1.36 0.84
-0.79 4.17 -3.24
-2.40 -1.17 -1.64
-0.22 1.74 -0.22
1.10 0.28 -0.60
0.66 -0.34 -0.01
2.88 -3.23 4.93
-0.17 -1.79 -0.10

Summary:
ΔE to the lowest compared entry with this formula, charge and spin in kcal per mole: 41.60
HOMO in Eh: -0.368
M in g/mol: 71.08
LUMO energy in Ha: 0.0159
Multiplicity: 1

Results of the Löwdin charge analysis, in e, for atoms 1 through 6: atom 1 (C): -0.582, atom 2 (C): -0.100, atom 3 (C): 0.014, atom 4 (H): 0.222, atom 5 (H): 0.129, atom 6 (H): 0.109